1.
The following is a DFT calculation (the ωB97M-V functional and the def2-TZVPD basis) of an isolated molecule of C17H25NO4 in a non-equilibrium geometry.

The geometry in ORCA input format:
```
! RIJCOSX wB97M-V def2-TZVPD def2/J DEFGRID3
* xyz 0 1
C 2.10 -0.55 5.24
C 2.28 -1.08 3.85
C 1.11 -1.51 3.25
C 1.01 -2.17 1.88
C 2.27 -2.78 1.41
C -0.21 -2.19 1.26
C -0.51 -3.00 0.05
C -1.81 -3.74 -0.04
C -0.52 -2.08 -1.26
O -0.42 -2.62 -2.34
C -0.69 -0.57 -1.21
C 0.44 0.08 -1.88
C -0.09 1.44 -2.51
C -0.59 2.36 -1.43
C -1.22 3.65 -1.93
C -2.54 3.42 -2.73
N -3.07 4.18 -3.68
O -3.33 2.57 -2.54
C 0.58 2.71 -0.56
C 1.54 1.53 -0.28
O 2.25 1.70 0.68
O 1.64 0.36 -1.03
H 2.51 -1.04 6.01
H 2.33 0.52 5.37
H 1.10 -0.63 5.55
H 3.32 -1.16 3.39
H 0.19 -1.36 3.76
H 2.65 -3.46 2.20
H 3.00 -1.99 1.23
H 2.25 -3.31 0.45
H -0.93 -1.73 1.96
H 0.23 -3.81 -0.03
H -1.85 -4.56 -0.75
H -2.09 -3.97 0.95
H -2.54 -3.06 -0.43
H -1.57 -0.43 -1.72
H -0.80 -0.23 -0.23
H 0.81 -0.50 -2.71
H -0.86 1.09 -3.23
H 0.68 1.97 -3.20
H -1.30 1.84 -0.82
H -1.52 4.30 -1.11
H -0.49 4.24 -2.60
H -2.96 5.18 -3.48
H -3.99 3.76 -3.86
H 0.26 3.30 0.33
H 1.34 3.33 -1.23
*
```

Properties
frontier orbital gap	8.82	eV
HOMO	-0.30227	Ha
relative energy (zero: lowest compared OMol25 entry of this formula, charge and spin)	443.2	kJ/mol
SMILES	C/C=C/C(C)=C/[C@@H](C)C(=O)C[C@H]1C[C@H](CC(N)=O)CC(=O)O1
E	-1018.3844	Ha
F_max	7.37	eV Å⁻¹

Want to see where the charge sits? The natural (NBO) charges in e are:
1. C -0.64
2. C -0.16
3. C -0.22
4. C 0.03
5. C -0.67
6. C -0.23
7. C -0.36
8. C -0.59
9. C 0.65
10. O -0.56
11. C -0.57
12. C 0.11
13. C -0.42
14. C -0.27
15. C -0.48
16. C 0.68
17. N -0.82
18. O -0.63
19. C -0.48
20. C 0.79
21. O -0.57
22. O -0.51
23. H 0.21
24. H 0.21
25. H 0.20
26. H 0.22
27. H 0.19
28. H 0.23
29. H 0.24
30. H 0.22
31. H 0.21
32. H 0.24
33. H 0.23
34. H 0.21
35. H 0.20
36. H 0.25
37. H 0.23
38. H 0.22
39. H 0.23
40. H 0.22
41. H 0.23
42. H 0.24
43. H 0.22
44. H 0.37
45. H 0.41
46. H 0.25
47. H 0.23

2.
The following is a DFT calculation (the ωB97M-V functional and the def2-TZVPD basis) of an isolated molecule of C4H6O2 in a non-equilibrium geometry.

The geometry in ORCA input format:
```
! RIJCOSX wB97M-V def2-TZVPD def2/J DEFGRID3
* xyz 0 1
O -0.08 -0.10 -2.30
C 0.10 0.00 -1.11
C 1.14 0.63 -0.16
C 0.33 0.10 1.05
C -0.80 -0.26 0.07
O -1.63 -1.33 0.32
H 2.11 0.14 -0.31
H 1.27 1.72 -0.20
H 0.05 0.80 1.84
H 0.81 -0.76 1.53
H -1.31 0.70 -0.19
H -1.98 -1.64 -0.53
*
```

Properties
frontier orbital gap	10.01	eV
HOMO	-0.34425	Ha
relative energy (zero: lowest compared OMol25 entry of this formula, charge and spin)	163.1	kJ/mol
SMILES	O=C1CC[C@@H]1O
E	-306.4442	Ha
F_max	1.15	eV Å⁻¹

Want to see where the charge sits? The natural (NBO) charges in e are:
1. O -0.53
2. C 0.57
3. C -0.52
4. C -0.41
5. C 0.00
6. O -0.68
7. H 0.24
8. H 0.24
9. H 0.21
10. H 0.22
11. H 0.18
12. H 0.48

3.
The following is a DFT calculation (the ωB97M-V functional and the def2-TZVPD basis) of an isolated molecule of C4H7ClO in a non-equilibrium geometry.

The geometry in ORCA input format:
```
! RIJCOSX wB97M-V def2-TZVPD def2/J DEFGRID3
* xyz 0 1
Cl -1.15 -2.00 -0.43
C -0.94 -0.35 0.29
C -0.44 0.58 -0.79
C 1.07 0.32 -0.80
O 1.38 -0.01 0.56
C 0.24 -0.32 1.29
H -1.86 -0.15 0.84
H -0.61 1.58 -0.39
H -0.92 0.54 -1.78
H 1.21 -0.56 -1.47
H 1.63 1.20 -1.22
H 0.41 -1.28 1.85
H -0.02 0.45 2.04
*
```

Properties
frontier orbital gap	10.73	eV
HOMO	-0.36112	Ha
relative energy (zero: lowest compared OMol25 entry of this formula, charge and spin)	58.0	kJ/mol
SMILES	Cl[C@@H]1CCOC1
E	-692.0238	Ha
F_max	1.64	eV Å⁻¹

Want to see where the charge sits? The natural (NBO) charges in e are:
1. Cl -0.10
2. C -0.19
3. C -0.46
4. C -0.07
5. O -0.53
6. C -0.08
7. H 0.23
8. H 0.21
9. H 0.24
10. H 0.18
11. H 0.20
12. H 0.20
13. H 0.17

4.
The following is a DFT calculation (the ωB97M-V functional and the def2-TZVPD basis) of an isolated molecule of C3H5ClNO2PS in a non-equilibrium geometry.

The geometry in ORCA input format:
```
! RIJCOSX wB97M-V def2-TZVPD def2/J DEFGRID3
* xyz 0 1
C 0.05 1.65 -1.09
N -0.01 0.48 -0.27
C -1.13 0.00 0.28
O -2.20 0.57 0.28
C -0.96 -1.35 0.97
S 0.31 -2.41 0.20
P 1.55 -0.78 -0.04
O 2.56 -0.76 -1.07
Cl 2.23 -0.17 1.72
H 1.09 1.96 -1.21
H -0.38 1.45 -2.08
H -0.51 2.45 -0.61
H -0.70 -1.20 2.02
H -1.90 -1.89 0.92
*
```

Properties
frontier orbital gap	9.86	eV
HOMO	-0.36174	Ha
relative energy (zero: lowest compared OMol25 entry of this formula, charge and spin)	0.0	kJ/mol
SMILES	CN1C(=O)CS[P@]1(=O)Cl
E	-1522.3608	Ha
F_max	4.56	eV Å⁻¹

Want to see where the charge sits? The natural (NBO) charges in e are:
1. C -0.42
2. N -0.66
3. C 0.64
4. O -0.61
5. C -0.62
6. S 0.01
7. P 1.74
8. O -1.02
9. Cl -0.23
10. H 0.22
11. H 0.21
12. H 0.22
13. H 0.25
14. H 0.27